1.
C25H30CaO10P3SSi as an isolated structure. Source: OMol25; level of theory: ωB97M-V with the def2-TZVPD basis set.

Multiplicity ... 1
Lowest unoccupied orbital energy ... 2.39 eV
Total charge ... -1
Frontier orbital gap ... 8.4 eV

Each line ends with the Löwdin charge.
Atoms and positions in Å:
H (0.113, -2.258, -4.841)  0.011
H (1.125, -3.548, -2.564)  0.090
C (-2.912, 3.922, 0.885)  -0.589
P (-4.147, 2.535, 1.133)  0.326
C (2.552, -2.671, 4.699)  -0.075
O (-1.575, -2.020, 4.243)  -0.297
H (-4.098, -1.713, -5.287)  0.023
C (0.830, -1.647, 3.365)  -0.245
Ca (-1.945, 0.059, 0.540)  1.241
H (-1.056, -1.173, -5.586)  0.025
C (-2.247, -1.866, -2.637)  -0.330
C (2.098, -1.173, -0.354)  -0.351
O (-1.039, 0.148, 3.206)  -0.381
C (2.310, 1.307, 1.092)  -0.370
H (3.884, -1.048, 2.057)  0.100
C (2.638, 1.892, 2.312)  -0.078
H (-4.662, -3.140, -4.419)  0.023
H (3.510, -3.356, -3.222)  0.098
C (-0.866, -2.215, -5.323)  -0.198
H (-2.952, 4.605, 2.937)  0.087
O (-1.038, 2.137, -0.050)  -0.400
H (4.077, -0.336, -0.247)  0.098
C (2.554, 2.024, -0.083)  -0.113
H (2.280, 1.595, -1.041)  0.113
C (-1.841, -4.662, -3.774)  -0.197
C (3.459, 3.856, 1.187)  -0.099
H (0.220, -2.151, -0.779)  0.075
Si (-2.206, -2.853, -4.160)  0.372
C (1.213, -2.404, 4.464)  -0.056
H (0.485, 4.212, 0.135)  0.073
P (1.307, -0.206, 0.980)  1.115
C (3.208, 3.157, 2.358)  -0.080
O (-3.347, 1.397, 1.719)  -0.460
H (4.566, -2.376, 4.004)  0.100
C (3.133, 3.282, -0.036)  -0.103
C (3.516, -2.177, 3.832)  -0.079
H (-4.130, 5.371, 1.866)  0.081
O (-0.874, 2.840, 2.431)  -0.112
H (2.839, -3.263, 5.558)  0.102
C (3.941, -1.841, -1.763)  -0.092
C (1.273, -2.071, -1.028)  -0.077
C (3.129, -1.427, 2.734)  -0.088
H (-2.062, -5.307, -4.629)  0.020
H (-2.409, 5.823, 1.760)  0.082
H (2.430, 1.365, 3.235)  0.110
C (-2.263, -1.192, -1.610)  -0.218
C (-3.108, 5.004, 1.936)  -0.074
O (-1.284, -1.777, 1.819)  -0.488
C (-3.863, -2.753, -5.054)  -0.204
H (-2.441, -4.997, -2.927)  0.026
H (-1.211, 1.973, 2.743)  0.041
C (3.435, -1.059, -0.737)  -0.108
O (-3.062, 4.527, -0.402)  -0.059
H (3.327, 3.817, -0.958)  0.103
H (3.445, 3.600, 3.317)  0.102
H (-3.858, -3.323, -5.986)  0.019
H (-3.303, 3.817, -1.012)  0.075
O (-4.384, 2.106, -0.431)  -0.164
P (-1.235, 3.228, 0.945)  0.461
H (-5.296, 2.246, -0.702)  0.080
C (1.786, -1.150, 2.479)  -0.323
H (-0.821, -2.800, -6.245)  0.021
O (-5.390, 3.048, 1.737)  -0.293
H (4.978, -1.740, -2.057)  0.097
S (-0.927, -1.314, 3.174)  0.451
C (3.115, -2.749, -2.417)  -0.091
H (-0.790, -4.806, -3.512)  0.006
H (0.443, -2.776, 5.125)  0.107
O (-0.265, 4.461, 0.691)  -0.091
H (3.900, 4.843, 1.225)  0.098
C (1.784, -2.860, -2.049)  -0.073

=====

2.
C25H30ClN2O7Rh as an isolated structure. Source: OMol25; level of theory: ωB97M-V with the def2-TZVPD basis set.

Multiplicity ... 1
Lowest unoccupied orbital energy (spin up / spin down) ... -7.09 / -7.06 eV
Total charge ... +2
Frontier orbital gap (spin up / spin down) ... 5.7 / 5.8 eV

Each line ends with the Löwdin charge.
Atoms and positions in Å:
C (0.631, -2.147, 3.323)  -0.148
C (-3.523, -1.308, -2.775)  -0.041
O (-0.691, -1.032, 1.623)  -0.052
H (-2.557, -0.219, 0.752)  0.119
H (2.192, -3.481, 2.683)  0.124
O (0.716, 1.227, 0.556)  -0.004
C (0.482, 5.855, -1.296)  -0.195
H (2.691, -4.268, 4.982)  0.117
H (-4.679, -1.208, 0.401)  0.145
H (-2.275, -2.665, 0.619)  0.129
C (4.406, -0.377, -1.559)  -0.132
H (2.111, -2.727, -1.205)  0.109
H (-0.138, 5.427, -3.305)  0.132
C (-4.255, -0.753, -0.492)  -0.037
H (-3.563, -3.752, -1.886)  0.143
C (2.641, -1.954, -1.760)  -0.136
H (-0.860, -0.897, 4.240)  0.126
C (0.338, -1.685, 1.978)  -0.503
C (3.182, 0.243, -0.928)  -0.126
Rh (0.327, -0.673, -0.261)  1.373
H (4.492, -0.081, -2.604)  0.130
H (4.304, -2.218, -0.416)  0.126
C (0.044, 3.667, -2.051)  0.001
C (0.099, 5.030, -2.329)  0.045
H (-4.896, 0.067, -0.811)  0.146
C (0.768, 4.040, 0.263)  0.097
C (4.119, -1.873, -1.433)  -0.133
O (-0.106, 0.904, -1.408)  -0.124
O (1.156, -1.940, 1.007)  -0.100
H (-0.239, 2.975, -2.831)  0.121
C (0.368, 3.180, -0.787)  -0.154
H (0.257, 8.236, 0.430)  0.147
O (2.089, -0.652, -1.353)  -0.292
H (-3.713, -1.997, -3.595)  0.145
H (2.446, -2.043, -2.828)  0.133
O (0.610, 7.190, -1.320)  0.075
H (-1.478, -2.071, -2.825)  0.138
H (-1.594, -0.310, -2.744)  0.117
H (-5.239, -1.999, -1.832)  0.198
C (-0.089, -1.638, 4.405)  0.005
H (1.026, 3.657, 1.240)  0.141
H (3.217, 0.229, 0.162)  0.132
H (-2.605, 0.642, -0.790)  0.133
C (-2.265, -2.665, -0.469)  -0.116
H (-0.339, -1.676, 6.539)  0.117
H (4.712, -2.477, -2.116)  0.130
C (1.920, -3.531, 4.803)  -0.071
C (0.197, -2.066, 5.685)  -0.074
H (-4.300, -3.483, -0.298)  0.145
C (0.323, 1.761, -0.535)  -0.517
N (-4.274, -1.802, -1.569)  -0.078
H (1.988, 8.095, -0.070)  0.147
H (2.933, 1.236, -1.291)  0.132
C (0.808, 5.370, -0.028)  -0.194
H (-3.938, -0.334, -3.028)  0.144
C (1.024, 7.595, -0.002)  -0.075
O (1.153, 6.403, 0.779)  0.059
C (-3.637, -3.059, -1.050)  -0.044
C (1.639, -3.092, 3.526)  0.005
C (-2.032, -1.240, -2.391)  -0.119
Cl (1.552, -3.554, 7.465)  0.748
N (-1.887, -1.309, -0.920)  -0.213
H (-1.509, -3.374, -0.801)  0.136
H (5.314, -0.076, -1.041)  0.133
C (-2.792, -0.314, -0.304)  -0.119
C (1.198, -3.013, 5.875)  -0.647

=====

3.
C25H30F7MgN6O15S as an isolated structure. Source: OMol25; level of theory: ωB97M-V with the def2-TZVPD basis set.

Multiplicity ... 2
Expectation value of S² ... 0.75
Lowest unoccupied orbital energy (spin up / spin down) ... -0.06 / -0.15 eV
Total charge ... 0
Frontier orbital gap (spin up / spin down) ... 2.7 / 10.5 eV

Each line ends with the Löwdin charge.
Atoms and positions in Å:
Mg (1.844, 0.138, -2.521)  0.143
C (4.853, -0.641, -1.271)  -0.179
H (-2.264, -2.715, 1.174)  0.122
H (2.950, -4.838, -4.250)  0.081
O (-4.042, -1.860, 1.526)  0.147
F (-1.061, -4.937, -1.635)  0.059
C (-1.924, -3.921, -1.927)  -0.306
H (6.974, -0.455, -0.986)  0.077
O (-4.375, 3.185, 1.079)  0.056
C (-2.350, 1.229, -3.687)  -0.037
C (2.664, 3.092, -2.017)  -0.174
C (6.185, -1.165, -0.740)  -0.036
O (1.486, -1.251, 1.440)  -0.329
C (-4.906, 4.128, 1.826)  -0.505
O (-5.398, 3.553, 2.994)  0.141
F (-1.408, 1.127, 0.206)  0.123
H (6.344, -2.150, -1.179)  0.078
H (4.413, 4.114, -2.290)  0.092
N (0.032, 0.231, -3.351)  0.130
C (-0.755, 4.899, -0.604)  -0.250
H (-3.155, 0.498, -3.611)  0.093
C (-2.035, 4.223, -0.650)  -0.067
O (-0.512, -1.837, 0.248)  -0.325
H (4.798, 1.639, 3.857)  0.142
C (3.352, 4.348, -2.204)  -0.052
H (-2.180, -3.341, -1.041)  0.150
H (3.235, 5.070, -1.396)  0.068
O (-1.331, -3.105, -2.926)  0.095
F (2.492, 2.185, 3.672)  0.095
H (2.742, 0.796, 2.430)  0.137
C (-3.082, -2.900, 1.871)  -0.306
S (0.518, -0.819, 0.388)  0.618
O (-3.974, -2.014, 3.646)  0.116
H (-2.710, -5.461, -3.198)  0.154
H (-5.619, 1.575, 1.124)  0.140
H (-3.867, -4.708, -2.043)  0.151
F (0.398, 1.774, 1.092)  0.156
N (2.142, 2.040, -1.869)  0.126
C (3.859, -2.874, 2.546)  -0.071
N (3.363, -1.049, 4.372)  0.151
C (4.600, 1.985, 2.842)  -0.056
C (1.991, -3.160, -3.417)  -0.182
N (1.903, -2.027, -3.232)  0.147
F (-3.995, 2.097, 3.813)  0.167
H (-2.142, 3.686, 0.292)  0.066
H (-2.856, 4.906, -0.870)  0.096
H (-2.002, -1.728, 3.283)  0.140
O (3.948, 4.704, 0.861)  0.121
H (-2.342, -3.377, 3.884)  0.156
O (4.746, 3.427, 2.638)  0.063
C (-4.608, -1.506, 2.657)  -0.582
H (-1.973, 3.407, -1.371)  0.054
C (-3.022, -4.537, -2.711)  -0.083
O (1.136, -0.437, -0.924)  -0.424
C (-0.435, 0.774, 1.056)  -0.643
O (2.904, 2.765, 1.602)  0.096
H (2.171, -5.063, -2.588)  0.085
C (3.539, -1.850, 3.556)  -0.273
H (-2.447, 2.028, -2.952)  0.067
C (-5.046, 2.248, 3.134)  -0.441
C (-2.732, -2.538, 3.308)  -0.029
H (3.741, -2.441, 1.552)  0.053
O (-5.007, 5.288, 1.451)  0.140
O (-3.313, -3.587, -3.658)  0.115
H (1.148, -4.934, -4.036)  0.079
N (3.821, -0.329, -1.661)  0.133
H (2.920, 4.800, -3.097)  0.090
C (-2.293, -2.847, -3.932)  -0.516
C (-4.725, 1.905, 1.653)  -0.025
O (-5.701, -0.886, 2.760)  0.095
C (-1.048, 0.688, -3.450)  -0.179
C (3.158, 1.789, 2.604)  -0.373
H (-5.856, 1.595, 3.458)  0.165
F (-3.631, -4.094, 1.838)  0.125
C (3.840, 3.756, 1.639)  -0.457
N (0.277, 5.477, -0.541)  0.137
H (4.876, -3.250, 2.653)  0.082
H (5.982, -1.191, 0.331)  0.065
O (-2.181, -2.020, -4.803)  0.159
H (-2.434, 1.735, -4.649)  0.097
H (3.039, -3.591, 2.581)  0.085
F (-0.908, 0.656, 2.284)  0.157
H (-3.984, 1.110, 1.565)  0.119
H (5.143, 1.411, 2.091)  0.135
C (2.101, -4.647, -3.593)  -0.030

=====

Maximum force (eV Å⁻¹)
0.553, 1.569, 6.094
M (g mol⁻¹)
683.66, 608.88, 843.90